Entry 1:
{
  "formula": "C8H12O3S",
  "method": "ωB97M-V/def2-TZVPD",
  "fmax_ev_per_a": 6.054,
  "orbital_gap_ha": [0.3289, 0.3289],
  "relative_energy_kj_mol": 191.2,
  "energy_ha": -935.8227,
  "species": ["C", "C", "C", "C", "C", "C", "C", "C", "O", "O", "O", "S", "H", "H", "H", "H", "H", "H", "H", "H", "H", "H", "H", "H"],
  "positions_angstrom": [[-1.04, 2.81, -1.86], [-2.42, 2.19, -1.88], [-1.96, 0.67, -1.86], [0.25, -0.45, -1.53], [1.23, -0.68, -0.35], [1.57, -0.66, 2.37], [-0.67, 0.67, -0.99], [1.53, -1.26, 3.73], [-0.72, 3.90, -2.25], [-0.92, 0.37, 0.34], [-0.12, 2.04, -1.20], [0.33, -0.71, 1.26], [-2.97, 2.50, -1.05], [-2.88, 2.42, -2.83], [-2.65, 0.15, -1.39], [-1.55, 0.32, -2.77], [0.55, -0.29, -2.47], [-0.39, -1.26, -1.51], [1.55, -1.73, -0.44], [2.05, 0.00, -0.39], [2.37, -0.10, 2.16], [1.87, -0.64, 4.50], [2.08, -2.16, 3.69], [0.59, -1.75, 3.95]]
}



Entry 2:
{
  "formula": "C8H12O6",
  "method": "ωB97M-V/def2-TZVPD",
  "fmax_ev_per_a": 8.771,
  "smiles": "C[C@H]1COC(=O)O1.C[C@H]1COC(=O)O1",
  "orbital_gap_ha": 0.4003,
  "relative_energy_kj_mol": 163.5,
  "energy_ha": -763.4502,
  "species": ["C", "C", "C", "O", "C", "O", "O", "H", "H", "H", "H", "H", "H", "C", "C", "C", "O", "C", "O", "O", "H", "H", "H", "H", "H", "H"],
  "positions_angstrom": [[1.19, 3.01, 0.87], [2.45, 4.05, 0.65], [3.59, 3.76, 1.64], [4.63, 3.25, 0.81], [4.32, 3.51, -0.48], [5.13, 3.55, -1.41], [3.07, 3.88, -0.60], [1.45, 1.99, 1.14], [0.26, 3.09, 0.32], [0.79, 3.28, 1.85], [2.11, 5.08, 0.64], [3.25, 3.09, 2.42], [4.01, 4.64, 2.14], [-2.21, -5.07, -0.79], [-3.22, -3.93, -0.79], [-2.75, -2.84, 0.18], [-3.09, -1.71, -0.50], [-3.21, -1.99, -1.76], [-3.52, -1.09, -2.62], [-3.18, -3.28, -2.05], [-2.51, -5.68, -1.64], [-2.25, -5.78, 0.04], [-1.18, -4.72, -0.86], [-4.23, -4.30, -0.63], [-1.67, -2.88, 0.33], [-3.26, -2.92, 1.14]]
}



Entry 3:
{
  "formula": "C8H12O6Tl",
  "method": "ωB97M-V/def2-TZVPD",
  "fmax_ev_per_a": 3.833,
  "spin_multiplicity": 2,
  "orbital_gap_ha": [0.1340, 0.2707],
  "energy_ha": -935.6079,
  "species": ["O", "Tl", "O", "C", "O", "C", "C", "C", "H", "H", "H", "H", "H", "C", "H", "H", "C", "C", "O", "C", "O", "O", "H", "H", "H", "H", "H"],
  "positions_angstrom": [[-2.78, 1.31, 0.84], [-4.71, -1.18, 3.40], [-2.65, -0.78, 1.56], [-2.24, 0.13, 0.87], [-1.31, -0.03, -0.07], [-0.25, -0.86, 0.16], [-2.19, 2.40, 0.09], [-3.07, 3.61, 0.25], [-1.18, 2.57, 0.49], [-2.11, 2.10, -0.96], [-3.08, 3.97, 1.29], [-2.68, 4.41, -0.39], [-4.10, 3.40, -0.07], [-0.11, -1.87, -0.78], [0.39, -2.78, -0.42], [-1.05, -2.04, -1.32], [1.17, -0.38, -1.07], [2.43, -1.26, -1.03], [2.95, -1.45, 0.29], [4.07, -2.15, 0.40], [4.66, -2.68, -0.51], [4.56, -1.99, 1.62], [0.59, 0.56, -1.22], [1.65, 0.22, -1.87], [3.22, -0.79, -1.63], [2.33, -2.22, -1.56], [5.49, -2.22, 1.63]]
}



Entry 4:
{
  "formula": "C8H13BClIN2OPS",
  "method": "ωB97M-V/def2-TZVPD",
  "fmax_ev_per_a": 0.286,
  "charge": -1,
  "orbital_gap_ha": 0.2703,
  "energy_ha": -2019.8434,
  "species": ["O", "P", "Cl", "B", "S", "I", "H", "H", "H", "N", "C", "C", "C", "C", "H", "H", "H", "H", "H", "N", "C", "C", "C", "C", "H", "H", "H", "H", "H"],
  "positions_angstrom": [[-0.03, 0.77, 2.84], [0.08, -0.85, 2.50], [-1.04, -0.89, 0.68], [1.90, -0.85, 1.74], [3.13, -0.21, 3.05], [2.40, -3.03, 1.42], [-0.80, 0.92, 3.39], [1.94, -0.31, 0.67], [2.66, 1.05, 3.07], [3.07, -2.26, -2.15], [3.72, -1.28, -2.85], [3.91, -1.73, -4.13], [3.34, -3.03, -4.21], [2.84, -3.32, -2.97], [2.81, -2.22, -1.18], [3.99, -0.36, -2.37], [4.39, -1.18, -4.92], [3.31, -3.67, -5.08], [2.33, -4.20, -2.60], [-5.52, 2.67, 1.15], [-4.67, 1.67, 0.75], [-3.40, 2.02, 1.12], [-3.49, 3.29, 1.77], [-4.81, 3.66, 1.78], [-6.52, 2.68, 1.01], [-5.04, 0.80, 0.24], [-2.52, 1.44, 0.94], [-2.67, 3.85, 2.18], [-5.29, 4.54, 2.17]]
}



Entry 5:
{
  "formula": "C8H13BNO2",
  "method": "ωB97M-V/def2-TZVPD",
  "fmax_ev_per_a": 3.484,
  "charge": 1,
  "smiles": "C[C@@]12CC([NH3+])=CC=C1COB2O",
  "orbital_gap_ha": 0.3119,
  "relative_energy_kj_mol": 104.9,
  "energy_ha": -542.4931,
  "species": ["B", "C", "C", "C", "C", "C", "C", "C", "C", "N", "O", "O", "H", "H", "H", "H", "H", "H", "H", "H", "H", "H", "H", "H", "H"],
  "positions_angstrom": [[-2.19, -0.55, -0.64], [0.48, -0.29, 1.88], [1.77, -0.25, 1.17], [-0.63, -0.04, 1.12], [1.78, -0.49, -0.15], [-2.00, -0.15, 1.62], [0.48, -0.68, -0.97], [-0.65, 0.18, -0.35], [-0.66, 1.68, -0.71], [3.03, -0.02, -0.84], [-2.78, -0.74, 0.55], [-2.64, -0.80, -1.88], [0.45, -0.60, 2.87], [2.71, -0.33, 1.71], [-2.01, -0.79, 2.50], [-2.51, 0.86, 2.01], [0.75, -0.26, -2.03], [0.10, -1.68, -0.82], [0.25, 2.19, -0.41], [-1.37, 2.24, -0.07], [-0.73, 1.72, -1.76], [3.10, 1.01, -0.63], [3.05, -0.41, -1.86], [3.69, -0.43, -0.27], [-3.47, -1.37, -2.03]]
}



Entry 6:
{
  "formula": "C8H13BNS",
  "method": "ωB97M-V/def2-TZVPD",
  "fmax_ev_per_a": 4.248,
  "charge": 1,
  "orbital_gap_ha": [0.2492, 0.2492],
  "relative_energy_kj_mol": 0.0,
  "energy_ha": -790.0605,
  "species": ["B", "C", "C", "C", "C", "C", "C", "C", "C", "N", "S", "H", "H", "H", "H", "H", "H", "H", "H", "H", "H", "H", "H", "H"],
  "positions_angstrom": [[-1.80, -0.11, 0.07], [-3.10, -0.89, 0.72], [-3.19, -0.25, -0.64], [1.37, 1.57, -1.09], [0.66, -0.96, 0.16], [2.89, -2.02, 0.64], [0.22, 1.46, -0.13], [2.12, -0.89, 0.02], [-0.28, 0.07, 0.02], [0.60, 2.11, 1.09], [2.81, 0.53, -0.61], [-2.94, -1.90, 0.90], [-3.77, -0.42, 1.54], [-3.61, 0.70, -0.80], [-3.20, -0.87, -1.59], [1.27, 1.41, -2.17], [2.00, 2.53, -0.90], [0.28, -1.88, 0.53], [3.88, -1.75, 0.87], [-0.54, 2.16, -0.48], [2.85, -2.78, -0.16], [1.30, 1.70, 1.63], [2.29, -2.43, 1.52], [-0.10, 2.45, 1.74]]
}



Entry 7:
{
  "formula": "C8H13Br2CrN5S5",
  "method": "ωB97M-V/def2-TZVPD",
  "fmax_ev_per_a": 1.322,
  "spin_multiplicity": 2,
  "charge": 1,
  "orbital_gap_ha": [0.2110, 0.2019],
  "energy_ha": -8769.6760,
  "species": ["Cr", "Br", "C", "Br", "H", "H", "S", "C", "S", "C", "C", "S", "S", "S", "C", "N", "C", "C", "N", "N", "C", "N", "N", "H", "H", "H", "H", "H", "H", "H", "H", "H", "H", "H"],
  "positions_angstrom": [[-0.18, -0.04, 0.06], [0.44, -2.49, 1.08], [-0.10, -1.85, 2.81], [-0.64, 0.00, 2.62], [0.74, -1.90, 3.48], [-0.96, -2.42, 3.13], [-5.98, 3.05, -2.92], [-4.73, 2.38, -2.15], [-4.62, 0.67, -1.80], [-3.03, 0.68, -1.09], [-2.41, 1.89, -1.04], [-0.85, 2.07, -0.34], [-3.29, 3.24, -1.70], [-2.31, -0.76, -0.49], [3.12, -0.23, -4.26], [2.05, -0.86, -3.49], [0.98, -1.47, -4.29], [1.74, -0.46, -2.23], [0.55, -0.52, -1.71], [2.81, -0.02, -1.48], [2.79, 0.57, -0.23], [4.01, 1.01, 0.17], [1.72, 0.63, 0.48], [3.26, -0.80, -5.17], [4.08, -0.24, -3.74], [2.88, 0.80, -4.53], [1.44, -2.00, -5.12], [0.29, -0.72, -4.69], [0.43, -2.19, -3.69], [-0.16, -0.76, -2.39], [3.72, -0.17, -1.89], [4.75, 1.18, -0.49], [4.09, 1.48, 1.06], [1.87, 1.15, 1.33]]
}



Entry 8:
{
  "formula": "C8H13BrN2",
  "method": "ωB97M-V/def2-TZVPD",
  "fmax_ev_per_a": 3.987,
  "smiles": "CCN(CC)/C(C#N)=C(\\C)Br",
  "orbital_gap_ha": 0.3335,
  "relative_energy_kj_mol": 0.0,
  "energy_ha": -2996.0530,
  "species": ["C", "C", "C", "C", "C", "C", "C", "C", "N", "N", "Br", "H", "H", "H", "H", "H", "H", "H", "H", "H", "H", "H", "H", "H"],
  "positions_angstrom": [[-1.33, 1.57, 0.36], [-0.97, 0.24, -0.09], [-1.87, -0.78, -0.36], [-1.71, -2.10, -0.98], [0.91, 1.80, -1.71], [1.06, -0.46, 2.41], [1.30, 1.11, -0.44], [0.92, -0.91, 0.88], [-1.64, 2.56, 0.85], [0.41, 0.00, -0.09], [-3.84, -0.37, -0.05], [-2.47, -2.20, -1.73], [-0.82, -2.03, -1.50], [-1.58, -2.79, -0.18], [0.07, 2.34, -1.55], [1.66, 2.40, -2.08], [0.84, 1.12, -2.44], [0.65, -1.24, 2.95], [2.09, -0.26, 2.66], [0.41, 0.42, 2.43], [2.33, 0.78, -0.76], [1.35, 1.93, 0.29], [1.83, -1.24, 0.41], [0.42, -1.86, 0.73]]
}



Entry 9:
{
  "formula": "C8H13Cl2N4",
  "method": "ωB97M-V/def2-TZVPD",
  "fmax_ev_per_a": 4.994,
  "charge": 1,
  "orbital_gap_ha": 0.3177,
  "energy_ha": -1451.6391,
  "species": ["C", "C", "C", "C", "C", "C", "C", "C", "N", "N", "N", "N", "Cl", "Cl", "H", "H", "H", "H", "H", "H", "H", "H", "H", "H", "H", "H", "H"],
  "positions_angstrom": [[-1.46, 1.32, 0.18], [-0.26, 1.64, 0.91], [3.45, -1.28, -1.07], [3.27, -0.22, -0.27], [-2.07, -0.12, 0.50], [-1.14, -1.17, -0.12], [0.98, 0.16, 0.43], [2.11, 0.66, -0.42], [-1.71, 1.89, -0.94], [0.12, 2.46, 1.75], [0.19, -0.85, -0.18], [-3.42, -0.16, -0.08], [-1.66, -2.81, 0.80], [1.37, -0.22, 2.14], [4.23, -1.97, -0.75], [2.86, -1.43, -1.95], [3.81, 0.01, 0.59], [-1.95, -0.44, 1.56], [-1.50, -1.52, -1.17], [2.40, 1.62, -0.02], [1.90, 0.73, -1.45], [-2.46, 1.52, -1.51], [1.02, 2.42, 2.11], [0.79, -1.62, -0.39], [-3.22, 0.38, -0.92], [-4.09, 0.16, 0.58], [-3.53, -1.15, -0.33]]
}



Please write out number 1 again, unchanged.
{
  "formula": "C8H12O3S",
  "method": "ωB97M-V/def2-TZVPD",
  "fmax_ev_per_a": 6.054,
  "orbital_gap_ha": [0.3289, 0.3289],
  "relative_energy_kj_mol": 191.2,
  "energy_ha": -935.8227,
  "species": ["C", "C", "C", "C", "C", "C", "C", "C", "O", "O", "O", "S", "H", "H", "H", "H", "H", "H", "H", "H", "H", "H", "H", "H"],
  "positions_angstrom": [[-1.04, 2.81, -1.86], [-2.42, 2.19, -1.88], [-1.96, 0.67, -1.86], [0.25, -0.45, -1.53], [1.23, -0.68, -0.35], [1.57, -0.66, 2.37], [-0.67, 0.67, -0.99], [1.53, -1.26, 3.73], [-0.72, 3.90, -2.25], [-0.92, 0.37, 0.34], [-0.12, 2.04, -1.20], [0.33, -0.71, 1.26], [-2.97, 2.50, -1.05], [-2.88, 2.42, -2.83], [-2.65, 0.15, -1.39], [-1.55, 0.32, -2.77], [0.55, -0.29, -2.47], [-0.39, -1.26, -1.51], [1.55, -1.73, -0.44], [2.05, 0.00, -0.39], [2.37, -0.10, 2.16], [1.87, -0.64, 4.50], [2.08, -2.16, 3.69], [0.59, -1.75, 3.95]]
}